DFT (ωB97M-V with the def2-TZVPD basis set) results for 2 unconnected molecules or ions with the total composition C6H15N2O.

Last columns: bonded neighbours and bond lengths (Å).
Element x y z (Å)
1 C 2.154 -0.502 0.111  C3 1.550, N8 1.306, O9 1.282
2 C -2.495 -0.039 -0.765  C4 1.477, C5 1.341, H10 1.176
3 C 2.981 -1.220 -0.986  C1 1.550, H11 1.125, H12 1.023, H13 1.064
4 C -3.666 -0.100 0.134  C2 1.477, H14 1.120, H15 1.120, H16 1.172
5 C -1.663 -1.053 -1.048  C2 1.341, H17 1.045, H18 1.080
6 C 0.281 2.333 0.720  N7 1.509, H20 1.089, H21 1.180, H22 1.031
7 N 0.434 0.833 0.784  C6 1.509, O9 1.428, H19 1.019
8 N 2.463 -0.680 1.368  C1 1.306, H23 1.110, H24 1.005
9 O 1.242 0.313 -0.273  C1 1.282, N7 1.428
10 H -2.314 1.024 -1.233  C2 1.176
11 H 3.852 -1.882 -0.720  C3 1.125
12 H 3.375 -0.604 -1.701  C3 1.023
13 H 2.423 -1.940 -1.536  C3 1.064
14 H -3.777 -1.031 0.745  C4 1.120
15 H -4.598 -0.114 -0.487  C4 1.120
16 H -3.623 0.916 0.718  C4 1.172
17 H -0.743 -0.912 -1.522  C5 1.045
18 H -1.863 -2.068 -0.738  C5 1.080
19 H -0.468 0.447 0.508  N7 1.019
20 H -0.459 2.613 1.468  C6 1.089
21 H 1.351 2.761 0.971  C6 1.180
22 H 0.006 2.559 -0.247  C6 1.031
23 H 1.904 -0.302 2.249  N8 1.110
24 H 3.202 -1.352 1.480  N8 1.005

- Energy relative to the best compared isomer or geometry (same formula, charge and spin): 303.3 kJ/mol
- 2S+1: 1
- HOMO energy: -12.69 eV
- Charge: +1